Record 1
ORCA calculation (the ωB97M-V functional and the def2-TZVPD basis) on a single C3H3NO2 molecule at a distorted geometry.

Computed properties:
**SMILES**: Oc1ccon1
**ΔE to the lowest compared entry with this formula, charge and spin**: 76.0 kcal/mol
**HOMO-LUMO gap**: 10.93 eV
**E_LUMO**: 0.707 eV
**Net charge**: 0

CARTESIAN COORDINATES (ANGSTROEM)
O (-1.10936, -0.72437, -1.58181)
C (-0.60441, 0.13198, -0.67065)
N (-0.21898, 1.35949, -0.84665)
O (0.66390, 1.56589, 0.21961)
C (0.77292, 0.45043, 0.94771)
C (-0.06818, -0.49144, 0.49592)
H (-0.46302, -1.38640, -1.21864)
H (1.49040, 0.45553, 1.75047)
H (-0.43839, -1.39873, 0.95454)

natural (NBO) atomic charge list, values in e, 8 entries: -0.636, 0.420, -0.160, -0.282, 0.177, -0.475, 0.494, 0.214

***

Record 2
ORCA calculation (the ωB97M-V functional and the def2-TZVPD basis) on a molecular structure, C34H28CrN7O5SSe at a distorted geometry.

Computed properties:
**⟨S²⟩**: 0.78
**Spin multiplicity**: 2
**HOMO-LUMO gap (alpha / beta)**: 6.67 / 6.97 eV
**E_LUMO (alpha / beta)**: -1.479 / -1.214 eV
**Net charge**: 0

CARTESIAN COORDINATES (ANGSTROEM)
Cr (0.50733, 0.97987, 0.28254)
C (2.58291, 0.97910, -2.49365)
C (1.68967, 2.16081, -2.38029)
C (1.83857, 3.21007, -3.28349)
C (1.00878, 4.30991, -3.21874)
C (0.02386, 4.33060, -2.24948)
C (-0.08701, 3.26388, -1.37583)
N (0.75014, 2.19816, -1.41409)
C (-1.11112, 3.22352, -0.32938)
C (-2.22595, 4.04562, -0.27875)
C (-3.15558, 3.85198, 0.72362)
C (-2.95942, 2.83455, 1.63990)
C (-1.83870, 2.03416, 1.51876)
N (-0.92184, 2.24973, 0.56520)
C (-1.55161, 0.86431, 2.35088)
C (-2.48873, 0.29130, 3.19679)
C (-2.13285, -0.82808, 3.92674)
C (-0.84142, -1.30588, 3.82640)
C (0.05262, -0.69751, 2.94725)
C (1.44748, -1.21066, 2.82264)
N (-0.31579, 0.34447, 2.19593)
H (3.28624, 1.09925, -3.31452)
H (1.97063, 0.09241, -2.66193)
H (3.13600, 0.82801, -1.56751)
H (2.61773, 3.14843, -4.02844)
H (1.13162, 5.13558, -3.90547)
H (-0.64355, 5.17373, -2.15950)
H (-2.38341, 4.80257, -1.03105)
H (-4.05074, 4.45435, 0.76601)
H (-3.68827, 2.65197, 2.41261)
H (-3.48735, 0.69794, 3.25125)
H (-2.85432, -1.31864, 4.56566)
H (-0.51068, -2.15203, 4.41177)
H (1.79312, -1.62094, 3.77068)
H (2.10843, -0.41328, 2.49542)
H (1.48069, -1.99570, 2.06743)
Se (2.07962, 2.42911, 1.46829)
C (3.87025, 2.05958, 0.85596)
C (4.55290, 0.91982, 1.26085)
C (5.85642, 0.73566, 0.82499)
N (6.49797, 1.59674, 0.04315)
C (5.84643, 2.69339, -0.32658)
C (4.54070, 2.97330, 0.04948)
H (4.07906, 0.19397, 1.90405)
H (6.42236, -0.13815, 1.12909)
H (6.40455, 3.38308, -0.95074)
H (4.04918, 3.88309, -0.26854)
O (-5.05341, 0.87843, 0.01019)
S (-4.37461, 0.11206, -1.01141)
O (-4.93430, 0.16787, -2.32641)
N (-2.77958, 0.49384, -0.99438)
C (-2.07419, -0.47325, -0.45357)
O (-0.83623, -0.44567, -0.17945)
C (-2.85129, -1.68887, -0.07712)
C (-2.37414, -2.81988, 0.56073)
C (-3.28449, -3.81011, 0.90566)
C (-4.63625, -3.66459, 0.61051)
C (-5.10918, -2.52254, -0.02702)
C (-4.19392, -1.55047, -0.36731)
H (-1.31862, -2.90943, 0.78696)
H (-2.94340, -4.69994, 1.41847)
H (-5.33107, -4.44602, 0.88763)
H (-6.15902, -2.39581, -0.25250)
C (0.05699, -5.10882, -2.12747)
N (0.73955, -3.90491, -1.69335)
C (1.68161, -3.93894, -0.72927)
C (2.20571, -2.80656, -0.20785)
C (1.64926, -1.56213, -0.67776)
O (1.85585, -0.46986, -0.01918)
N (0.92364, -1.55011, -1.78422)
C (0.43458, -2.67034, -2.35430)
O (-0.25887, -2.70374, -3.35649)
H (0.73648, -5.95993, -2.10555)
H (-0.30424, -4.93869, -3.13807)
H (-0.80697, -5.30576, -1.48700)
H (1.98082, -4.92197, -0.38595)
H (2.98236, -2.82702, 0.54013)

Mulliken atomic charge list, values in e, 8 entries: -0.053, -0.984, 0.789, -0.890, -0.949, -0.904, 1.011, 1.350

***

Record 3
ORCA calculation (the ωB97M-V functional and the def2-TZVPD basis) on a single C3H5N5O molecule at a distorted geometry.

Computed properties:
**SMILES**: [H]/N=C\N1N=CON/C1=N/[H]
**ΔE to the lowest compared entry with this formula, charge and spin**: 108.7 kcal/mol
**HOMO-LUMO gap**: 9.63 eV
**E_LUMO**: 0.307 eV
**Net charge**: 0

CARTESIAN COORDINATES (ANGSTROEM)
C (1.88838, 0.33564, 0.14262)
C (-1.09467, -1.73036, -0.02889)
C (-0.61675, 0.95019, -0.12362)
H (2.41224, -1.62743, 0.12897)
H (2.36385, 1.38178, 0.23812)
H (-1.45826, -2.86713, -0.27979)
H (-2.66819, 1.01764, 0.12465)
H (0.31482, 2.61616, -0.07348)
N (2.78843, -0.60653, 0.16321)
N (0.50552, 0.14299, -0.07499)
N (0.07525, -1.37386, -0.52668)
N (-1.93921, 0.29359, -0.18705)
N (-0.62418, 2.32343, -0.05336)
O (-1.94722, -0.85609, 0.55029)

natural (NBO) atomic charge list, values in e, 8 entries: 0.249, 0.364, 0.549, 0.362, 0.213, 0.226, 0.419, 0.333

***

Record 4
ORCA calculation (the ωB97M-V functional and the def2-TZVPD basis) on a single C3H3N3OS molecule at a distorted geometry.

Computed properties:
**SMILES**: [H]/N=C1\N=CS\C1=N/O
**ΔE to the lowest compared entry with this formula, charge and spin**: 93.0 kcal/mol
**HOMO-LUMO gap**: 8.96 eV
**E_LUMO**: -0.808 eV
**Net charge**: 0

CARTESIAN COORDINATES (ANGSTROEM)
C (0.58329, -0.34172, -0.16617)
C (-0.93956, 1.59121, 0.07334)
C (-0.91279, -0.72827, -0.03231)
H (2.82043, 0.27130, 0.30761)
H (-1.21906, 2.73595, -0.10859)
H (-2.40490, -1.78334, -0.02663)
N (1.50689, -1.17282, -0.00033)
N (-1.67107, 0.52065, 0.14268)
N (-1.42218, -1.91918, -0.12350)
O (2.82729, -0.64481, 0.06221)
S (0.83166, 1.47104, -0.12832)

natural (NBO) atomic charge list, values in e, 8 entries: -0.005, -0.010, 0.355, 0.450, 0.239, 0.353, -0.034, -0.464

***

Record 5
ORCA calculation (the ωB97M-V functional and the def2-TZVPD basis) on a molecular structure, C2H2CaCl3O6 at a distorted geometry.

Computed properties:
**⟨S²⟩**: 0.76
**Spin multiplicity**: 2
**HOMO-LUMO gap (alpha / beta)**: 8.66 / 3.37 eV
**E_LUMO (alpha / beta)**: 5.543 / 0.814 eV
**Net charge**: -2

CARTESIAN COORDINATES (ANGSTROEM)
Ca (0.43761, -0.72366, -1.34904)
Cl (3.21432, -0.31353, -1.59509)
Cl (0.08615, -0.57820, -4.14334)
Cl (0.04427, -3.48025, -1.03873)
O (1.24380, -0.25295, 3.24847)
C (0.53636, -0.81596, 2.33929)
O (-0.29957, -1.54455, 2.89888)
O (0.75263, -0.66471, 1.13778)
H (0.47872, -0.69339, 3.62565)
O (-2.07582, 2.50566, -1.04447)
C (-1.28664, 1.49805, -1.09503)
O (-0.08822, 1.67418, -1.01910)
O (-1.76212, 0.37169, -1.09010)
H (-1.28154, 3.01755, -0.87515)

natural (NBO) atomic charge list, values in e, 8 entries: 1.791, -0.540, -0.671, -0.717, -0.738, 0.913, -0.790, -0.788

***

Record 6
ORCA calculation (the ωB97M-V functional and the def2-TZVPD basis) on a molecular structure, C13H17Br21ClF3NO2.

Computed properties:
**HOMO-LUMO gap**: 8.47 eV
**E_LUMO**: -3.420 eV
**Net charge**: +1

CARTESIAN COORDINATES (ANGSTROEM)
C (-1.63113, -1.73706, -2.11694)
C (-1.07870, -2.52505, -0.96456)
N (0.41306, -2.87824, -1.07392)
C (1.34335, -1.88851, -0.43200)
O (0.92989, -0.61766, -0.80647)
C (1.62855, 0.44738, -0.27947)
F (2.05198, 1.21197, -1.26234)
F (2.67090, 0.01333, 0.43206)
F (0.83516, 1.15754, 0.50380)
C (0.81262, -3.37395, -2.44319)
C (1.42700, -2.35390, -3.38251)
O (0.94857, -1.32295, -3.69443)
Cl (2.92891, -2.95183, -4.05243)
H (-2.68023, -1.57017, -1.90230)
H (-1.16178, -0.77306, -2.21163)
H (-1.58655, -2.26736, -3.05671)
H (-1.22828, -1.97803, -0.04561)
H (-1.59145, -3.47046, -0.84757)
H (0.52280, -3.70124, -0.48624)
H (2.35862, -2.12297, -0.73963)
H (1.25515, -2.03173, 0.63919)
H (-0.06130, -3.79078, -2.92105)
H (1.51739, -4.17859, -2.30036)
C (-0.66695, 3.92578, -1.75584)
Br (0.73204, 4.98171, -2.54322)
Br (-1.99658, 5.04297, -0.92945)
Br (-1.46984, 2.72772, -3.03381)
H (-0.22271, 3.33214, -0.97344)
C (-1.78055, 0.27808, 3.63673)
Br (-0.96381, -0.96937, 2.39587)
Br (-2.07954, 1.96053, 2.77605)
Br (-3.40061, -0.43580, 4.36002)
H (-1.07802, 0.40751, 4.44838)
C (-4.93428, 5.04278, 3.65467)
Br (-5.75862, 3.30379, 3.71724)
Br (-4.29642, 5.58287, 5.37962)
Br (-3.53563, 5.10811, 2.33379)
H (-5.69405, 5.74561, 3.34940)
C (-5.67695, 0.61980, 0.61010)
Br (-4.38195, 1.85614, -0.07296)
Br (-7.46918, 1.17227, 0.21701)
Br (-5.34902, -1.18109, 0.00324)
H (-5.56711, 0.60701, 1.68537)
C (3.59856, 2.15241, -4.35761)
Br (4.42606, 3.59823, -3.41217)
Br (3.80405, 2.32014, -6.25666)
Br (4.25987, 0.45267, -3.72706)
H (2.54067, 2.19429, -4.14205)
C (7.56715, -2.01113, -1.82396)
Br (7.60082, -2.57870, 0.00910)
Br (5.84658, -2.36689, -2.62679)
Br (8.04373, -0.16573, -2.01365)
H (8.29260, -2.60033, -2.36379)
C (-0.13968, -1.53369, 7.07989)
Br (1.07508, -0.41099, 6.09234)
Br (-1.56013, -0.50907, 7.86095)
Br (-0.80975, -2.96284, 5.98126)
H (0.41963, -1.98356, 7.88573)

natural (NBO) atomic charge list, values in e, 8 entries: -0.645, -0.220, -0.348, 0.102, -0.531, 1.175, -0.289, -0.310